Molecular formula: C2H5N3O2
Method: DFT, ωB97M-V/def2-TZVPD

Structure (XYZ):
```
12
Properties=species:S:1:pos:R:3:forces:R:3:lowdin_charge:R:1
N 0.782 0.832 0.415 -0.01 -0.32 -1.21 -0.025
C -0.897 -0.097 0.409 -2.28 -1.22 -0.95 -0.663
C -0.437 0.260 -0.967 0.27 1.17 2.32 -0.057
N -0.634 -1.420 0.769 0.17 0.49 0.28 0.139
O 1.912 0.027 0.081 0.02 0.14 0.03 -0.115
N -0.446 0.870 -1.999 0.81 0.17 -0.51 0.218
O -1.812 0.577 0.881 1.09 -0.36 -0.11 0.033
H 2.309 -0.188 0.935 -0.08 0.08 -0.03 0.088
H 0.927 1.750 -0.006 0.17 0.08 0.02 0.097
H -0.928 -1.604 1.719 0.11 0.02 0.01 0.103
H 0.293 -1.760 0.547 -0.05 0.05 0.00 0.083
H -1.070 0.754 -2.785 -0.21 -0.30 0.17 0.098
```
Forces are in eV/Å.

Values from the calculation:
LUMO energy (spin up / spin down)   0.5 / 0.5 eV
E_HOMO (spin up / spin down)   -8.92 / -8.92 eV
Frontier orbital gap (spin up / spin down)   9.403 / 9.403 eV
F_max   2.758 eV/Å

Molecular formula: C40H62N8O14
Method: DFT, ωB97M-V/def2-TZVPD

Structure (XYZ):
```
124
Properties=species:S:1:pos:R:3:forces:R:3:lowdin_charge:R:1
C 2.324 1.410 -5.569 -4.15 -4.49 0.47 0.037
C 1.830 1.065 -4.103 2.57 -3.15 0.55 -0.338
C 2.382 2.028 -3.028 0.69 -1.41 -3.97 -0.159
C 1.774 3.370 -3.224 3.48 0.31 -0.09 -0.166
C 0.251 3.182 -3.173 0.73 5.70 -4.14 -0.100
C -0.542 2.213 -4.012 -0.83 -0.55 0.85 -0.427
N 0.334 0.967 -4.103 -2.75 -5.02 -2.46 0.075
O -0.220 -0.130 -4.441 2.66 5.15 1.83 0.183
C -0.826 2.751 -5.398 3.95 0.32 -4.29 -0.031
C -1.935 1.906 -3.339 1.03 -1.82 3.38 0.008
C 2.468 -0.385 -3.773 4.43 6.45 -6.27 0.028
H 1.895 2.293 -5.741 -0.38 3.89 -1.43 0.008
H 1.919 0.672 -6.375 -0.19 1.04 1.58 0.143
H 3.289 1.154 -5.698 3.67 0.43 0.25 0.053
H 3.460 1.852 -3.196 -0.12 1.01 -0.07 0.134
H 2.261 1.565 -2.122 -1.11 -0.81 2.64 0.080
H 2.451 3.958 -3.991 -2.40 -1.13 0.38 0.162
H 2.265 3.831 -2.359 -1.50 0.90 0.48 0.102
H -0.090 4.280 -3.563 0.02 -2.50 1.48 0.193
H 0.044 3.048 -2.204 -1.14 -0.31 3.71 0.068
H 0.134 3.307 -5.877 -1.65 -1.03 1.52 0.125
H -1.491 3.575 -5.381 -1.14 0.34 0.32 0.075
H -0.980 2.088 -6.335 -0.56 0.37 2.19 0.128
H -2.456 1.072 -3.759 -0.06 -0.49 -0.87 0.072
H -2.662 2.695 -3.253 0.35 0.93 -0.55 0.088
H -1.862 1.539 -2.195 0.53 0.88 -2.49 0.129
H 3.616 -0.514 -3.963 -1.75 1.33 0.65 0.149
H 2.179 -0.979 -4.490 -2.20 -3.52 -3.69 0.018
H 2.258 -0.731 -2.948 -2.40 -3.18 8.66 -0.025
C -0.070 -0.010 -0.372 2.46 0.90 1.03 -0.777
O 0.745 0.748 0.228 -0.92 0.15 0.42 -0.060
O -1.113 -0.520 0.385 -0.15 -3.84 -7.06 0.105
O 0.109 -0.364 -1.539 -1.21 -0.76 -1.46 -0.019
H -1.078 -0.024 1.088 0.19 4.06 6.73 -0.011
C -3.551 -2.253 4.717 -3.61 2.53 -7.27 -0.008
C -3.077 -1.951 3.246 -7.50 1.88 3.17 0.044
C -4.086 -1.331 2.295 1.66 -2.60 -0.34 0.002
C -5.480 -1.237 2.528 0.69 -2.71 7.29 -0.160
C -5.976 -1.583 3.983 4.67 -0.59 -1.83 0.096
C -4.956 -2.092 5.038 -0.07 1.85 -4.57 -0.041
N -6.533 -1.041 1.609 -0.23 4.45 -4.21 -0.316
O -6.149 -0.767 0.399 -1.06 -1.63 3.24 0.016
O -7.685 -0.758 1.981 1.74 -1.53 -0.19 0.050
H -2.891 -2.677 5.343 2.17 -1.27 2.33 0.036
H -2.119 -2.092 2.922 2.38 -0.33 -0.65 0.029
H -3.766 -1.282 1.206 -0.25 0.34 1.52 0.113
H -7.056 -1.526 4.037 0.16 -0.09 0.80 0.075
H -5.240 -2.272 6.043 -0.63 -0.23 0.61 0.063
C -1.476 -4.836 0.651 1.13 -3.87 5.49 -0.070
C -1.698 -5.962 1.587 0.29 -0.55 2.64 -0.015
C -0.840 -6.237 2.912 2.25 5.52 -4.42 0.055
C 0.328 -5.235 3.084 -4.62 -0.44 -3.50 -0.013
C 0.387 -4.028 1.989 0.92 -2.49 1.75 0.056
C -0.438 -3.936 0.846 0.25 -2.88 3.69 -0.098
N 1.271 -5.505 4.254 0.77 3.00 -3.38 -0.388
O 2.223 -4.718 4.288 -0.66 -0.72 0.48 0.029
O 1.119 -6.452 4.941 -0.59 -1.31 1.11 0.100
H -2.217 -4.703 -0.014 -2.17 0.41 -2.74 0.049
H -2.662 -6.701 1.522 2.59 2.13 -0.21 0.128
H -0.938 -7.027 3.631 -0.37 -0.32 -0.10 0.066
H 1.211 -3.287 1.997 -0.42 -0.82 0.62 0.084
H -0.278 -3.242 0.118 0.57 2.21 -1.44 0.049
C -2.303 2.959 1.373 -10.20 0.42 -4.22 -0.034
C -3.460 2.448 0.285 -3.44 9.26 7.29 0.068
C -4.886 3.062 0.383 3.22 1.00 1.56 0.048
C -5.154 4.289 1.320 6.50 -2.27 1.37 -0.067
C -3.969 4.698 2.256 0.07 -8.34 -6.86 0.126
C -2.555 3.977 2.172 -2.09 3.01 2.08 -0.065
N -6.403 5.037 1.442 1.47 1.65 2.89 -0.387
O -6.452 5.893 2.382 0.12 -1.81 -2.08 0.020
O -7.289 4.810 0.688 -1.10 -0.39 -1.12 0.102
H -1.480 2.542 1.168 6.58 -3.10 -0.82 -0.009
H -3.410 1.573 -0.107 0.67 -5.48 -2.97 -0.025
H -5.743 2.670 -0.214 0.96 0.29 0.52 0.092
H -3.981 5.579 2.629 -0.44 5.58 3.15 0.002
H -1.624 4.291 2.796 -2.25 0.03 -0.80 0.134
C 1.801 0.083 3.494 -3.45 -2.34 2.29 -0.369
O 0.606 -0.038 3.823 1.54 -0.38 0.05 -0.015
N 2.835 -0.649 3.840 -0.52 -3.28 0.86 -0.105
C 4.193 -0.365 3.407 -0.80 -4.31 2.82 -0.025
C 2.538 -1.878 4.765 -9.61 9.06 -0.41 0.052
H 2.041 0.784 2.848 1.28 4.01 -3.44 0.064
H 4.771 -1.325 3.406 -0.50 0.74 -0.14 0.124
H 4.655 0.253 4.077 1.36 1.68 1.99 0.061
H 4.286 0.049 2.513 -0.15 1.73 -4.20 0.012
H 1.587 -2.482 4.546 1.44 1.64 0.19 0.112
H 2.574 -1.340 5.715 -0.89 -0.72 0.45 0.107
H 3.253 -2.400 4.763 10.16 -7.65 -0.55 -0.060
C 3.608 -1.992 0.440 -2.33 -5.45 -0.85 -0.326
O 3.704 -3.259 0.430 -0.85 2.25 0.92 -0.053
N 4.656 -1.342 0.053 5.12 3.11 -1.64 -0.167
C 4.747 0.074 -0.345 -9.12 -3.71 -3.18 -0.038
C 5.983 -1.997 -0.109 0.10 0.76 -0.98 -0.027
H 2.569 -1.579 0.568 1.25 0.69 0.13 0.152
H 4.757 0.244 -1.578 -0.87 -0.86 2.76 0.139
H 5.478 0.653 -0.194 6.31 3.47 2.70 -0.018
H 3.792 0.458 0.180 1.29 0.34 -1.55 0.105
H 6.363 -2.224 -1.163 -0.99 0.81 1.09 0.119
H 6.088 -2.907 0.388 -0.57 -1.56 0.89 0.054
H 6.665 -1.338 0.416 0.43 0.29 -0.35 0.082
C -2.336 -2.654 -2.205 -0.27 -5.43 -2.21 -0.326
O -3.490 -2.913 -2.138 -3.87 0.46 0.49 0.048
N -1.530 -3.624 -2.761 1.96 3.50 3.45 -0.183
C -0.081 -3.238 -2.700 -1.77 -6.63 -2.48 -0.012
C -1.881 -4.740 -3.487 4.18 1.78 -2.85 -0.081
H -1.935 -1.807 -1.849 2.14 3.25 1.30 0.079
H -0.074 -2.560 -3.485 1.92 0.74 -2.08 0.052
H 0.509 -4.296 -2.583 -0.84 2.93 -1.14 0.163
H 0.086 -2.738 -1.881 0.86 2.70 4.47 -0.027
H -1.260 -5.544 -3.189 1.17 -0.87 -0.39 0.085
H -1.844 -4.428 -4.567 0.99 -0.85 0.19 0.122
H -2.749 -5.149 -3.541 -6.36 -1.65 1.25 0.021
C 1.330 4.447 0.227 -3.35 0.33 -1.25 -0.361
O 0.504 5.341 -0.067 1.06 -1.20 0.12 -0.033
N 2.465 4.724 0.796 1.09 -4.77 4.10 -0.204
C 3.414 3.632 1.159 -2.41 -1.86 -5.21 -0.025
C 2.824 6.032 1.105 -0.69 0.89 4.48 -0.041
H 1.112 3.370 0.019 0.36 0.41 0.21 0.131
H 4.026 3.652 0.208 -0.72 -1.58 0.12 0.109
H 3.166 2.584 1.544 -1.30 1.35 -1.46 0.105
H 4.248 3.635 1.669 3.82 2.72 4.31 0.009
H 3.009 6.201 0.144 2.07 3.57 -3.64 0.053
H 3.652 6.010 1.890 -0.98 0.46 -1.53 0.131
H 1.928 6.620 1.453 1.00 -0.51 -0.30 0.120
```
Forces are in eV/Å.

Values from the calculation:
LUMO energy   -3.6 eV
E_HOMO   -8.54 eV
Frontier orbital gap   4.906 eV
F_max   13.215 eV/Å

Molecular formula: C18H34MoN3OPSeSi
Method: DFT, ωB97M-V/def2-TZVPD

Structure (XYZ):
```
60
Properties=species:S:1:pos:R:3:forces:R:3:lowdin_charge:R:1
Mo 0.031 -0.422 -0.451 1.19 3.73 -1.63 0.565
Si 0.470 -2.373 -1.829 0.65 -0.68 -0.39 0.320
P 0.963 1.118 -2.193 -1.77 -2.82 -0.13 0.604
N -1.662 0.057 -0.578 -0.91 -0.01 0.16 -0.268
H 1.579 0.705 -0.574 -0.49 0.24 1.04 -0.063
C 1.260 2.896 -2.042 -0.01 0.19 0.31 -0.253
H 1.464 3.314 -3.039 -0.10 -0.13 0.29 0.051
H 2.123 3.061 -1.389 -0.15 0.06 -0.10 0.039
H 0.377 3.384 -1.612 0.22 -0.08 -0.07 0.050
C 2.359 0.544 -3.207 0.15 0.19 -0.07 -0.248
H 2.490 1.249 -4.039 0.08 -0.18 0.11 0.048
H 2.169 -0.461 -3.605 -0.08 0.27 0.19 0.036
H 3.258 0.510 -2.584 -0.12 -0.01 -0.21 0.030
C -0.444 1.063 -3.375 0.14 0.75 -1.04 -0.296
H -0.171 1.636 -4.272 -0.28 0.00 -0.15 0.032
H -1.342 1.509 -2.931 0.29 -0.11 0.02 0.031
H -0.684 0.034 -3.681 0.27 0.26 0.32 0.018
C 2.218 -3.130 -1.886 0.00 -0.09 0.01 -0.366
H 2.599 -3.274 -0.867 0.01 0.01 -0.22 0.000
H 2.914 -2.477 -2.425 -0.04 -0.13 0.14 -0.010
H 2.171 -4.103 -2.392 0.11 0.13 0.07 0.003
H -0.344 -3.538 -1.367 -0.26 -0.11 -0.10 -0.113
H 0.176 -2.227 -3.294 -0.24 -0.03 -0.12 -0.104
C -3.009 0.071 -0.824 -0.53 -0.06 -0.29 -0.428
C -5.227 0.923 -0.369 -0.40 -0.20 -0.20 -0.115
C -3.856 1.021 -0.200 0.54 -0.48 -0.24 -0.070
C -3.565 -0.926 -1.667 0.26 0.25 0.33 -0.044
C -4.939 -1.017 -1.811 -0.21 0.30 0.08 -0.101
C -5.776 -0.095 -1.163 0.08 0.00 0.04 -0.113
H -5.884 1.645 0.122 0.14 -0.21 -0.16 0.096
H -3.387 1.794 0.416 -0.23 -0.25 -0.19 0.102
H -2.875 -1.629 -2.155 -0.36 0.33 0.28 0.104
H -5.363 -1.809 -2.430 0.05 0.25 0.16 0.101
H -6.858 -0.173 -1.281 0.28 0.05 0.05 0.092
C 4.041 -0.125 0.345 -0.43 -1.37 -1.12 -0.473
O 3.238 -0.570 -0.480 1.84 0.56 1.53 -0.068
C 3.652 0.578 1.612 0.13 0.51 0.23 -0.072
H 4.503 1.157 2.004 -0.24 -0.21 -0.10 0.084
H 3.362 -0.163 2.370 -0.03 0.15 -0.27 0.060
H 2.813 1.252 1.424 -0.08 -0.22 0.05 0.053
C 5.531 -0.369 0.181 -0.24 0.11 -0.37 -0.021
H 6.057 0.591 0.146 0.03 -0.14 0.07 0.084
H 5.714 -0.929 -0.739 0.00 0.07 0.15 0.084
H 5.900 -0.937 1.040 0.01 0.11 -0.03 0.088
C -2.849 -1.379 2.432 -0.38 -0.19 -0.35 -0.012
N -2.037 -0.418 3.160 0.76 0.45 0.26 -0.102
C -2.506 0.431 4.161 0.75 -0.26 -0.26 -0.027
C -1.426 1.070 4.677 0.01 -0.35 -0.23 -0.035
N -0.311 0.610 3.989 -0.46 -0.16 -0.30 -0.130
C 1.068 0.993 4.235 0.33 0.23 0.21 -0.045
C -0.689 -0.271 3.030 -0.53 0.32 0.15 -0.595
Se 0.527 -1.091 1.832 0.39 -1.16 2.12 0.624
H -2.907 -1.114 1.371 0.09 -0.05 0.27 0.066
H -3.857 -1.358 2.866 0.28 -0.02 -0.14 0.099
H -2.431 -2.387 2.528 0.00 0.30 0.02 0.099
H -3.547 0.485 4.415 -0.02 0.00 0.00 0.122
H -1.344 1.791 5.471 -0.02 -0.02 -0.03 0.121
H 1.110 1.513 5.198 -0.02 -0.11 -0.23 0.095
H 1.706 0.100 4.278 -0.28 0.26 -0.03 0.076
H 1.447 1.658 3.449 -0.18 -0.21 0.14 0.091
```
Forces are in eV/Å.

Values from the calculation:
LUMO energy (spin up / spin down)   0.3 / 0.3 eV
E_HOMO (spin up / spin down)   -5.13 / -6.21 eV
Frontier orbital gap (spin up / spin down)   5.446 / 6.493 eV
Multiplicity   3
F_max   4.236 eV/Å

Molecular formula: C22H38Br2ClIrN2O9SSi
Method: DFT, ωB97M-V/def2-TZVPD

Structure (XYZ):
```
77
Properties=species:S:1:pos:R:3:forces:R:3:lowdin_charge:R:1
Ir 0.674 -0.602 0.955 0.26 -0.67 0.71 1.279
C -2.761 2.883 1.583 0.06 -0.02 -0.18 -0.014
C -2.184 1.514 1.912 -0.27 0.12 0.17 -0.589
C -1.506 1.533 3.265 0.20 -0.05 -0.03 -0.024
C -3.263 0.445 1.862 0.12 -0.18 -0.07 -0.010
O -1.144 1.175 0.912 0.15 0.18 0.28 -0.285
Si -1.088 1.520 -0.697 -0.26 0.09 -0.01 -0.105
S 0.803 0.543 -1.105 0.14 -0.28 0.15 0.554
O -2.268 0.654 -1.385 0.08 -0.04 0.05 -0.163
C -2.937 0.746 -2.683 0.00 0.07 -0.13 -0.613
C -3.940 1.885 -2.613 0.03 0.04 0.09 -0.012
C -1.899 0.987 -3.769 0.06 0.02 0.08 -0.021
C -3.631 -0.588 -2.879 0.03 -0.06 0.07 -0.021
O -1.116 3.042 -1.164 -0.07 0.00 0.01 -0.131
C -0.234 4.201 -1.206 0.11 0.01 0.03 -0.616
C -1.134 5.415 -1.064 -0.07 -0.03 0.00 -0.011
C 0.769 4.118 -0.066 -0.05 -0.05 0.00 -0.041
C 0.465 4.188 -2.554 -0.03 -0.04 -0.02 -0.018
H -3.453 3.182 2.370 0.00 -0.03 -0.01 0.108
H -3.303 2.872 0.634 -0.02 0.02 0.02 0.092
H -1.968 3.628 1.520 -0.01 0.02 0.03 0.076
H -2.258 1.619 4.050 0.01 0.05 -0.02 0.108
H -0.817 2.377 3.349 -0.02 0.00 0.00 0.083
H -0.953 0.608 3.435 -0.05 0.01 0.03 0.058
H -4.104 0.744 2.488 0.02 -0.01 0.00 0.106
H -2.883 -0.504 2.249 -0.02 0.03 0.01 0.083
H -3.625 0.307 0.842 -0.04 0.03 0.02 0.082
H -3.430 2.824 -2.396 -0.03 0.01 -0.03 0.081
H -4.677 1.695 -1.831 0.00 0.00 -0.02 0.095
H -4.463 1.984 -3.565 0.00 -0.01 0.02 0.101
H -1.437 1.970 -3.654 -0.01 -0.01 -0.02 0.075
H -2.371 0.942 -4.750 0.02 0.02 0.01 0.103
H -1.118 0.224 -3.729 -0.03 -0.02 -0.04 0.087
H -4.317 -0.784 -2.053 0.00 -0.01 -0.02 0.093
H -2.900 -1.396 -2.934 -0.02 -0.01 -0.01 0.090
H -4.204 -0.581 -3.806 0.01 0.00 0.01 0.100
H -1.631 5.414 -0.094 0.00 0.02 -0.01 0.084
H -1.895 5.409 -1.844 0.01 0.02 0.00 0.095
H -0.549 6.330 -1.156 0.00 -0.01 0.01 0.100
H 0.262 4.083 0.901 0.01 0.01 -0.01 0.081
H 1.422 4.991 -0.078 -0.01 -0.02 0.01 0.105
H 1.394 3.227 -0.165 0.03 0.04 -0.01 0.035
H -0.266 4.237 -3.362 0.02 0.00 0.00 0.093
H 1.058 3.278 -2.671 0.02 0.02 -0.01 0.078
H 1.130 5.048 -2.640 -0.01 -0.02 -0.01 0.100
Br 4.118 -0.656 3.532 -0.01 0.03 0.00 0.693
C 3.931 0.899 2.441 0.10 -0.14 0.02 -0.985
Br 2.103 1.537 2.289 -0.10 0.10 0.11 0.736
H 4.269 0.677 1.438 -0.01 -0.03 -0.02 0.002
H 4.481 1.709 2.902 0.01 0.05 -0.04 0.008
N -1.203 -1.749 0.226 -0.16 -0.05 0.29 0.031
H -1.663 -2.221 1.002 0.01 0.02 0.03 0.074
H -0.862 -2.461 -0.412 0.00 0.00 0.01 0.070
H -1.880 -1.151 -0.247 0.02 -0.03 -0.03 0.029
O 2.799 -1.303 0.428 -0.15 0.41 0.00 -0.141
C 2.426 -2.504 0.317 0.16 -0.40 0.07 -0.577
O 1.238 -2.802 0.655 -0.02 0.24 -0.32 -0.095
C 3.337 -3.541 -0.213 -0.02 0.05 -0.01 -0.115
C 4.608 -3.192 -0.665 0.00 0.02 0.06 0.011
C 5.439 -4.158 -1.207 0.00 0.02 0.00 -0.028
C 5.009 -5.475 -1.296 0.09 0.01 -0.02 0.029
C 3.747 -5.794 -0.834 -0.03 -0.09 -0.01 -0.116
C 2.896 -4.855 -0.298 -0.13 0.02 0.07 0.074
N 3.281 -7.197 -0.930 0.01 0.04 0.00 -0.350
O 4.038 -8.001 -1.422 0.08 -0.02 -0.03 0.100
O 2.170 -7.442 -0.512 -0.08 0.03 0.03 0.093
H 4.930 -2.163 -0.583 0.02 -0.01 -0.04 0.124
H 6.423 -3.890 -1.568 0.00 -0.01 0.02 0.118
H 5.634 -6.251 -1.715 0.00 0.00 0.00 0.129
H 1.912 -5.141 0.043 0.02 -0.02 0.00 0.133
Cl 0.666 -4.440 5.053 -0.01 -0.44 0.31 0.650
C 1.128 -3.357 3.781 -1.16 1.51 -0.23 -0.533
C 0.032 -2.180 3.610 1.91 -2.91 0.55 -0.666
O -1.096 -2.346 3.961 -0.62 0.99 -0.41 0.087
O 0.644 -1.200 3.017 -0.63 1.70 -1.62 -0.231
H 1.107 -3.844 2.810 0.24 -0.22 0.07 0.059
H 2.088 -2.895 3.984 0.11 -0.15 -0.04 0.035
```
Forces are in eV/Å.

Values from the calculation:
LUMO energy (spin up / spin down)   -2.8 / -6.3 eV
E_HOMO (spin up / spin down)   -11.56 / -12.06 eV
Frontier orbital gap (spin up / spin down)   8.794 / 5.724 eV
Multiplicity   6
F_max   3.521 eV/Å
Total charge   +1